Record 1
A structure of composition C34H31BrGeNO2ReSSi. Source: OMol25; level of theory: ωB97M-V with the def2-TZVPD basis set.

Total charge: +2
LUMO energy (eV): -7.25
Relative energy (zero: lowest compared OMol25 entry of this formula, charge and spin) (kcal per mole): 4.4
E_HOMO (eV): -13.508

Geometry as XYZ:
```
73
Properties=species:S:1:pos:R:3:forces:R:3
Re 0.8509 0.3701 0.4538 0.260 -0.264 -0.058
C -2.9234 -3.6006 0.2967 0.000 -0.004 0.047
Si -2.5503 -3.7121 2.1195 -0.027 0.006 -0.015
C -3.9841 -3.1289 3.1616 0.034 -0.025 -0.011
C -1.9963 -5.4275 2.5900 -0.028 0.040 0.009
C -1.0774 -2.5569 2.5679 0.032 -0.004 -0.066
C -0.4103 -2.7403 3.7911 0.010 0.001 0.065
C 0.6911 -1.9848 4.1698 -0.004 0.013 0.001
C 1.1496 -1.0014 3.3146 -0.030 0.023 0.007
N 0.5092 -0.7768 2.1657 0.018 -0.193 -0.074
C -0.5521 -1.5353 1.8063 -0.166 0.036 -0.007
S -0.9513 -0.8935 0.1655 -0.173 -0.153 -0.117
H -3.6939 -4.3396 0.0633 0.002 -0.009 0.003
H -2.0557 -3.8347 -0.3227 0.007 0.001 -0.001
H -3.3144 -2.6284 -0.0058 -0.003 0.008 0.011
H -4.8255 -3.8175 3.0625 -0.008 -0.001 -0.012
H -4.3302 -2.1384 2.8594 0.018 0.016 -0.007
H -3.7203 -3.0903 4.2207 0.002 -0.002 0.005
H -2.7617 -6.1490 2.2964 -0.006 0.001 -0.002
H -1.8487 -5.5432 3.6652 0.007 0.005 0.002
H -1.0700 -5.7092 2.0864 0.003 0.007 -0.011
H -0.7573 -3.5111 4.4700 -0.003 -0.015 -0.015
H 1.1962 -2.1635 5.1079 0.006 0.000 -0.001
H 2.0159 -0.3878 3.5236 0.005 -0.005 0.007
Br 5.9548 2.7917 -4.4185 0.000 -0.002 -0.008
C 5.5715 1.3566 -3.2631 -0.021 -0.033 0.021
C 6.5198 0.3627 -3.0488 0.006 0.025 -0.020
C 6.2475 -0.6897 -2.1849 -0.004 -0.015 0.015
C 5.0394 -0.7470 -1.5136 0.042 0.056 0.053
C 4.0922 0.2477 -1.7505 -0.011 -0.007 0.002
C 4.3439 1.2987 -2.6325 -0.023 -0.054 -0.107
C 2.8264 0.2366 -1.0459 -0.112 -0.087 -0.007
O 2.6902 -0.3414 0.1237 0.353 0.137 -0.003
O 1.7688 0.8077 -1.4435 -0.087 -0.055 -0.015
H 7.4720 0.4145 -3.5587 0.000 0.001 -0.005
H 6.9898 -1.4609 -2.0342 0.004 0.002 0.005
H 4.8242 -1.5512 -0.8238 -0.004 0.003 0.005
H 3.5909 2.0523 -2.8161 0.004 0.008 0.011
C 0.3499 2.0320 0.9703 -0.204 0.906 0.504
Ge -1.3474 2.9056 1.0838 0.028 0.006 -0.178
C -2.5262 2.3466 2.4355 -0.018 -0.042 0.019
C -3.8512 2.8020 2.4683 0.005 0.032 -0.069
C -4.6926 2.3886 3.4848 0.010 -0.033 0.023
C -4.2183 1.5266 4.4674 -0.012 0.006 -0.007
C -2.9071 1.0627 4.4373 -0.043 -0.006 0.009
C -2.0617 1.4654 3.4216 0.081 -0.010 -0.028
C -1.6070 4.3019 -0.1527 -0.070 -0.031 0.011
C -0.9120 4.2678 -1.3693 0.076 -0.090 0.029
C -1.0926 5.2804 -2.2921 -0.029 0.029 0.006
C -1.9497 6.3355 -1.9987 0.008 0.000 -0.015
C -2.6345 6.3835 -0.7900 0.008 -0.004 -0.026
C -2.4751 5.3656 0.1316 -0.022 -0.027 0.081
C 1.6286 2.7468 1.3149 0.024 -0.239 -0.103
C 2.0742 2.7678 2.6407 0.031 0.017 0.039
C 3.2559 3.4135 2.9594 -0.007 -0.012 0.006
C 3.9999 4.0329 1.9620 0.004 0.007 -0.009
C 3.5632 4.0118 0.6444 -0.003 -0.012 -0.003
C 2.3790 3.3714 0.3151 0.032 0.012 0.001
H -4.2299 3.4599 1.6959 0.006 0.010 0.007
H -5.7168 2.7334 3.5137 -0.002 0.005 -0.001
H -4.8795 1.2113 5.2636 0.001 -0.003 0.003
H -2.5526 0.3910 5.2074 0.007 -0.001 0.002
H -1.0408 1.1005 3.3919 -0.003 0.019 0.000
H -0.2461 3.4426 -1.5976 -0.004 0.003 -0.007
H -0.5699 5.2532 -3.2381 0.003 -0.007 -0.001
H -2.0846 7.1298 -2.7207 0.000 0.003 0.002
H -3.2921 7.2135 -0.5722 -0.003 -0.001 0.010
H -3.0046 5.4148 1.0752 -0.004 -0.008 -0.006
H 1.4868 2.2903 3.4168 -0.011 -0.002 -0.009
H 3.5995 3.4343 3.9845 0.000 0.006 0.004
H 4.9222 4.5379 2.2153 0.007 -0.006 -0.001
H 4.1463 4.4929 -0.1292 0.001 0.011 0.001
H 2.0336 3.3515 -0.7101 -0.002 0.000 -0.003
```
Positions in Å, forces in eV/Å.

***

Record 2
The ion C6H9N2O2 with charge -1. Source: OMol25; level of theory: ωB97M-V with the def2-TZVPD basis set.

Total charge: -1
Structure (SMILES): CC(C)c1c([O-])[nH][nH]c1=O
LUMO energy (eV): 4.12
Relative energy (zero: lowest compared OMol25 entry of this formula, charge and spin) (kcal per mole): 55.8
E_HOMO (eV): -3.198

Geometry as XYZ:
```
19
Properties=species:S:1:pos:R:3:forces:R:3
C 0.4262 -0.0536 -0.2717 1.048 -3.727 1.036
C 0.8956 1.1957 -0.5284 2.666 -0.581 1.742
C 1.6009 -1.0104 0.2334 -1.276 4.023 -1.314
C -1.4115 -0.8750 1.1799 1.018 -0.378 -1.155
C -1.9770 0.5498 -0.8027 1.839 1.817 -0.241
C -0.9953 -0.4970 -0.2765 -0.930 -1.322 0.498
N 2.3451 1.2094 0.0305 -2.244 -0.868 -0.294
N 2.7132 -0.1875 -0.0123 -1.239 1.024 -1.164
O 0.4583 2.2229 -1.0005 -0.583 1.617 -0.696
O 1.7245 -2.1105 0.7371 -0.625 -0.585 -0.166
H -2.0612 -1.7270 1.1590 -0.710 -0.416 0.252
H -1.8466 -0.0336 1.6627 -0.491 0.684 0.540
H -0.5069 -1.1554 1.6914 0.188 -0.254 0.479
H -1.4621 1.0159 -1.6971 -1.263 -0.431 0.674
H -2.1729 1.4090 -0.0863 0.579 -0.986 -0.617
H -2.9211 0.1052 -0.9727 -1.064 -0.486 -0.637
H -1.1784 -1.4752 -0.8729 0.561 1.439 0.501
H 2.8323 1.7534 -0.6403 0.876 0.177 -0.976
H 3.5369 -0.3360 0.4672 1.649 -0.746 1.536
```
Positions in Å, forces in eV/Å.

***

Record 3
A cluster of 40 separate species, H80O40 in total. Source: OMol25; level of theory: ωB97M-V with the def2-TZVPD basis set.

LUMO energy (eV): -0.74
Relative energy (zero: lowest compared OMol25 entry of this formula, charge and spin) (kcal per mole): 163.7
E_HOMO (eV): -10.284

Geometry as XYZ:
```
120
Properties=species:S:1:pos:R:3:forces:R:3
H 2.7646 2.9530 4.2555 -0.079 0.066 -0.561
H 2.4688 2.0456 2.9308 0.182 0.975 0.865
O 2.5633 2.0739 3.8991 0.266 -1.708 -0.090
H 0.7277 -1.0294 6.1215 -0.189 -0.491 0.532
H 1.4530 -0.1010 5.2834 0.017 0.032 -0.603
O 1.1547 -1.0285 5.2654 0.162 0.982 0.498
H 3.1367 2.8177 -1.3152 -0.076 -0.135 0.055
H 3.0330 1.5431 -0.4845 0.478 -1.024 0.367
O 2.5199 2.2808 -0.7946 0.047 1.235 -0.606
H 1.1094 -0.6107 -4.3059 0.032 0.258 -0.204
H 2.3226 -1.2625 -4.9431 0.286 0.109 0.044
O 1.3698 -1.3316 -4.8975 -0.167 -0.723 0.259
H -0.5290 1.7388 6.0050 -0.329 0.307 -0.852
H 0.0703 1.9393 4.5419 -0.528 -0.476 -0.498
O 0.1888 2.0954 5.4721 1.206 0.717 1.396
H 0.5422 0.6651 -5.8487 0.722 0.558 0.014
O 0.2732 1.0578 -5.0165 -2.041 0.133 0.915
H -2.0524 -5.6881 -1.6320 -0.116 0.101 0.183
O -2.7526 -6.1492 -1.1554 0.249 -0.346 -0.064
H 1.7307 1.5738 -3.0688 -0.269 -0.210 1.242
H 2.8252 0.4882 -2.8669 -0.222 -0.441 0.776
O 2.4909 1.1546 -3.4514 0.542 0.585 -1.727
H -2.4472 2.1342 -2.7336 -0.564 0.056 0.030
H -2.1811 3.0277 -3.9451 -0.268 -0.016 -0.382
O -2.1660 3.0196 -2.9869 0.296 -0.057 0.106
H 3.6129 2.3570 -4.7699 1.029 -0.086 0.323
H 3.6402 3.7394 -4.3787 0.722 0.299 0.206
O 4.2905 3.0373 -4.5596 -1.557 -0.041 -0.402
H 2.2738 -0.4348 3.0402 -0.174 0.200 -0.280
H 2.0064 -0.9703 1.5012 0.960 0.011 2.568
O 2.3251 -1.1987 2.4568 -0.808 0.595 -1.594
H -2.7278 -3.6788 0.3245 -0.075 0.079 -0.456
O -1.9162 -3.3162 -0.0549 0.639 -0.895 1.183
H 1.1345 4.9560 -2.7698 0.382 0.468 -0.060
H 1.5179 3.7382 -2.0517 0.616 0.453 0.154
O 1.9285 4.5746 -2.3664 -1.192 -0.944 -0.030
H 2.5694 -0.7105 -0.3806 0.565 0.520 0.107
H 3.7276 -0.6405 0.5818 -0.096 0.260 0.148
O 2.9339 -0.1392 0.3392 0.663 -0.095 -0.922
H -2.9178 0.3024 0.2795 -1.310 1.193 -0.320
H -1.9283 -0.6846 0.1911 0.911 -0.324 0.297
O -2.0411 0.1822 0.6071 -0.262 -0.874 0.332
H -2.2622 -1.2544 -3.7240 -0.429 0.185 -0.003
H -3.7645 -1.2933 -3.9440 -0.795 -0.733 0.476
O -2.9803 -0.8737 -4.2531 1.102 0.998 -0.864
H 2.5991 -2.1241 -1.8741 -0.435 0.279 0.146
H 3.7758 -1.3104 -2.3112 -0.443 0.611 0.078
O 2.8343 -1.1962 -2.0393 0.514 -1.112 -0.144
H -5.7766 0.9515 3.8781 -0.330 0.345 0.115
H -5.1378 0.4802 2.5611 -0.333 -0.005 0.050
O -5.4708 0.1735 3.4143 0.333 -0.484 -0.336
H 0.5362 -3.1687 -1.5347 0.932 1.353 0.017
O 0.5678 -3.0308 -2.4891 -1.444 -2.294 -0.952
H -1.6742 0.3877 6.6639 -0.539 -0.012 0.106
H -1.7816 0.3328 5.1793 -0.040 0.157 -0.318
O -2.1820 0.7803 5.9371 0.327 -0.548 0.353
H -4.7943 0.4838 -1.2612 0.051 0.209 -0.449
O -3.8715 0.4008 -1.5284 -0.248 0.656 0.619
H -0.5165 0.7734 0.5995 0.911 -0.151 -0.928
H 0.8484 0.4451 -0.2799 -0.422 0.842 -0.319
O 0.4007 0.4021 0.5672 -0.011 -0.114 1.145
H -1.4129 5.9012 0.9130 0.145 -0.071 -0.001
H -0.0960 5.7234 0.1916 -0.027 0.012 -0.006
O -1.0332 5.8636 0.0279 -0.057 0.419 -0.422
H 2.0126 3.5325 1.1558 0.228 0.097 -0.307
H 1.5915 2.0789 1.1249 -0.426 0.165 -0.308
O 1.4176 2.9155 1.5834 -0.032 -0.020 0.255
H 4.6760 -2.5825 -3.3840 0.290 -0.083 0.920
H 5.0648 -1.6927 -4.3891 0.422 1.083 -0.681
O 5.0184 -1.6741 -3.4334 -0.138 -1.309 -0.488
H 5.3832 -3.6940 -0.0027 0.077 0.161 0.082
H 4.2837 -4.2166 -0.8890 -0.089 0.117 0.115
O 4.6608 -3.3888 -0.5604 -0.119 -0.295 -0.272
H 1.4510 4.3390 4.0928 0.231 0.492 -0.202
H 1.4826 3.9170 5.4708 0.434 0.325 0.166
O 2.0029 4.4997 4.8750 -0.955 -0.603 0.158
H -1.6637 3.8552 1.2421 -0.061 0.037 0.058
H -0.2114 3.7042 1.6532 -0.133 -0.132 0.305
O -1.0682 4.0406 1.9771 -0.070 -0.369 0.170
H 0.7583 -5.9888 -3.0218 0.260 -0.601 0.147
H 1.7163 -4.9253 -3.0331 0.372 0.335 0.141
O 1.7104 -5.8766 -2.8729 -0.691 0.352 -0.242
H 0.8297 -2.6117 0.9678 0.287 -0.468 0.438
H 0.3387 -1.4828 0.1606 0.408 0.029 -0.177
O 1.0139 -2.1902 0.1253 -0.771 -0.114 -0.071
H -1.6996 -2.3608 -1.6828 -0.306 0.020 0.637
H -2.8528 -1.4516 -1.0673 -0.144 -0.734 0.052
O -2.2401 -1.5685 -1.7902 0.924 0.648 -1.197
H -4.4609 -2.7120 -2.2803 0.368 -1.096 0.145
O -4.9317 -1.9281 -2.5077 -1.190 1.318 -0.484
H 3.0701 -3.0614 4.6126 0.106 -0.102 0.329
H 2.5846 -2.3656 3.3209 -0.470 -0.578 0.182
O 2.4450 -3.1600 3.8976 0.387 -0.841 0.025
H 1.0129 -2.4039 -3.0524 0.390 0.880 0.553
H 0.8287 1.7110 -4.5892 0.999 -0.574 -1.192
H -3.8551 0.1496 -2.4623 0.034 -0.311 -0.075
H -3.5209 -5.5843 -1.2073 -0.181 0.213 -0.084
H -1.4332 -3.1740 0.8061 -0.459 0.160 -1.025
H -5.7712 -2.1267 -2.9406 0.228 -0.464 0.139
O -0.3029 3.7481 -5.3970 0.314 0.350 -1.022
H -0.5618 4.5609 -4.9593 -0.101 -0.386 0.559
H -0.3407 2.9397 -4.8821 -0.468 0.326 0.244
O -0.2777 -3.3321 4.5937 -0.973 -2.537 -0.285
H -0.0533 -2.4455 4.7563 0.849 1.981 0.124
H 0.5678 -3.7456 4.3537 0.186 0.401 0.082
O -0.1953 1.3311 -1.9078 -0.564 -0.008 -0.674
H -0.8409 0.7350 -1.5031 0.082 -0.168 0.009
H -0.7292 1.7044 -2.6399 0.592 0.066 0.451
O -3.7649 2.4033 3.3353 -1.198 1.564 -1.290
H -4.0571 1.5285 3.5220 0.831 -0.960 0.913
H -2.9004 2.6684 3.6139 0.817 -0.473 0.453
O -0.6429 0.4812 3.1690 -0.320 0.017 0.576
H -1.4308 0.1694 2.7078 0.241 0.378 -0.393
H 0.0392 0.5892 2.4938 -0.079 -0.248 -0.027
O -4.5274 -2.2172 0.2726 -0.353 1.090 -0.937
H -4.9964 -1.5864 -0.3544 0.418 -1.519 1.233
H -5.1388 -2.6316 0.8919 -0.268 0.421 -0.199
O -1.4491 -2.5636 2.3057 -0.345 0.563 -0.169
H -1.2344 -3.2026 2.9840 0.627 -0.418 1.022
H -1.8474 -1.8428 2.8047 0.089 -0.028 -0.198
```
Positions in Å, forces in eV/Å.

***

Short version: gap between HOMO and LUMO = 6.2562, 7.3205, 9.5409 eV, in the order given.
Short version: energy = -188734.405, -13443.346, -83198.718 eV, in the order given.